A structure of composition C38H30MoN9O2 in a non-equilibrium geometry. Source: the Open Molecules 2025 dataset; level of theory: ωB97M-V with the def2-TZVPD basis set.

The calculation puts the HOMO energy (spin up / spin down) at -9.2 / -9.8 eV. Its energy above the lowest of the compared OMol25 structures with the same formula, charge and spin is 182.83 kJ/mol. The frontier orbital gap (spin up / spin down) is 6.04 / 6.20 eV. The LUMO energy (spin up / spin down) is -3.207 / -3.586 eV. Its largest force on an atom is 1.80 eV Å⁻¹. The calculated total energy comes out at -59251.0317 eV. As for the spin multiplicity: 3. Its total charge is +1.

Each line ends with the Löwdin charge.
Geometry (Å):
Mo  -0.538  0.892  -0.220  1.778
O  -1.667  4.944  -0.082  0.096
C  -1.546  3.737  0.036  -0.458
N  -0.451  2.963  -0.192  -0.050
C  0.822  3.498  -0.027  -0.211
C  1.162  4.753  0.468  -0.006
C  2.499  5.056  0.672  -0.077
C  3.503  4.162  0.332  -0.075
C  3.186  2.911  -0.170  -0.012
C  1.848  2.570  -0.312  -0.215
N  1.334  1.361  -0.751  -0.084
C  1.977  0.682  -1.737  -0.456
O  3.159  0.732  -2.039  0.107
C  0.985  -0.082  -2.530  -0.175
C  1.385  -0.958  -3.529  0.024
C  0.431  -1.555  -4.330  -0.010
C  -0.884  -1.111  -4.198  -0.022
C  -1.195  -0.194  -3.219  -0.103
N  -0.312  0.250  -2.307  0.005
C  -2.618  2.884  0.624  -0.193
C  -3.837  3.401  1.051  0.035
C  -4.667  2.609  1.824  -0.006
C  -4.206  1.344  2.190  -0.017
C  -3.010  0.883  1.683  -0.119
N  -2.234  1.616  0.872  -0.106
H  0.394  5.474  0.701  0.104
H  2.761  6.010  1.102  0.104
H  4.538  4.435  0.468  0.104
H  3.953  2.205  -0.446  0.099
H  2.441  -1.149  -3.639  0.132
H  0.698  -2.295  -5.067  0.119
H  -1.659  -1.469  -4.856  0.115
H  -2.195  0.217  -3.174  0.103
H  -4.093  4.412  0.778  0.132
H  -5.625  2.960  2.172  0.122
H  -4.767  0.731  2.874  0.117
H  -2.640  -0.105  1.936  0.131
C  -2.018  -6.363  -0.111  -0.044
C  -1.513  -4.963  0.055  -0.275
C  -0.346  -4.686  0.769  -0.023
C  0.125  -3.401  0.858  -0.013
C  -0.496  -2.306  0.213  -0.212
N  0.126  -1.088  0.169  -0.072
C  1.509  -1.119  0.391  -0.284
C  2.390  -1.900  -0.367  -0.028
C  3.757  -1.736  -0.265  -0.016
C  4.312  -0.792  0.596  -0.262
C  5.773  -0.486  0.595  -0.031
C  3.453  -0.083  1.423  0.027
C  2.078  -0.252  1.333  -0.150
N  1.259  0.484  2.209  -0.043
C  1.503  0.679  3.516  -0.014
C  0.545  1.551  3.986  -0.010
C  -0.243  1.846  2.879  -0.094
N  0.187  1.173  1.810  -0.038
C  -1.750  -2.572  -0.384  -0.110
C  -2.207  -3.890  -0.471  0.015
N  -2.588  -1.555  -0.876  -0.029
C  -3.793  -1.732  -1.455  -0.011
C  -4.331  -0.488  -1.707  -0.012
C  -3.380  0.409  -1.251  -0.156
N  -2.331  -0.248  -0.737  -0.103
H  -1.186  -7.061  -0.192  0.083
H  -2.626  -6.655  0.748  0.089
H  -2.633  -6.450  -1.006  0.079
H  0.190  -5.490  1.250  0.122
H  1.021  -3.208  1.428  0.119
H  1.983  -2.605  -1.077  0.128
H  4.403  -2.328  -0.894  0.122
H  6.339  -1.252  0.073  0.083
H  5.933  0.461  0.079  0.087
H  6.151  -0.382  1.610  0.086
H  3.848  0.655  2.106  0.132
H  2.306  0.184  4.023  0.138
H  0.420  1.917  4.983  0.107
H  -1.071  2.530  2.840  0.120
H  -3.143  -4.106  -0.957  0.102
H  -4.215  -2.691  -1.665  0.123
H  -5.265  -0.259  -2.172  0.112
H  -3.407  1.484  -1.311  0.126